Entry from the OMol25 dataset: an isolated molecule of C20H23FO5S in a non-equilibrium geometry (ωB97M-V with the def2-TZVPD basis set).

Output
energy relative to the best compared isomer or geometry (same formula, charge and spin): 39.1 kcal per mole
gap between HOMO and LUMO: 8.71 eV
HOMO: -8.12 eV

Geometry as XYZ:
```
50
Properties=species:S:1:pos:R:3:lowdin_charge:R:1
S -3.85455 -0.54696 0.51770 1.04
F -1.80643 1.72042 4.53204 0.07
O 4.55105 -2.40303 -1.49278 -0.02
O 2.03892 -0.31825 -0.00253 -0.01
O 3.17237 -2.10203 2.93694 -0.03
O 3.30401 0.40872 1.80010 -0.05
O 3.68266 -3.92701 0.65021 0.01
C 2.18989 -0.50299 1.37391 -0.35
C 3.40063 -2.08075 -0.69796 -0.30
C 2.65628 1.43058 2.57150 -0.10
C 1.26260 0.92853 2.95640 -0.12
C -0.90176 1.08842 3.73259 -0.20
C -4.72372 1.88755 1.07910 -0.10
C -2.60948 -0.61253 3.04006 -0.14
C 2.49452 -1.98042 1.65237 -0.15
C -3.91750 1.47557 2.22299 -0.10
C 0.36347 1.51369 3.80833 0.05
C -3.49386 0.16515 2.02965 -0.56
C 3.06841 -0.62684 -0.97721 -0.29
C -0.31668 -0.57736 2.08699 0.06
C -1.25752 -0.00798 2.92521 -0.14
C 2.45544 -0.33727 -2.30877 -0.01
C -4.84265 0.90060 0.02673 -0.46
C 3.65578 -2.50430 0.70864 -0.25
C -6.06678 -0.19435 -1.89551 -0.12
C -5.58464 1.11539 -1.24017 -0.29
C 0.97417 -0.13503 2.15969 -0.11
H 3.81447 -4.37721 1.46637 0.09
H 1.45115 -0.82361 -2.31404 0.10
H 3.03802 -0.84906 -3.01809 0.07
H 1.67725 -2.69230 1.57903 0.16
H -6.83859 -0.72675 -1.23793 0.11
H -6.47763 1.74143 -1.09583 0.12
H 2.64381 2.32559 1.81514 0.16
H -3.72884 2.05278 3.12387 0.10
H -5.16571 2.85106 0.87526 0.09
H -2.64472 -1.64650 2.79301 0.10
H -5.18548 -0.82042 -1.89695 0.04
H -4.85853 1.56272 -1.92972 0.11
H 2.54126 -2.62889 -1.02113 0.15
H 3.23523 -1.19192 3.31048 0.10
H -3.09879 -0.52826 4.00315 0.12
H 4.64897 -2.11298 0.95009 0.17
H 3.95616 -0.06396 -0.76401 0.15
H 2.28783 0.75814 -2.49098 0.11
H -6.38717 0.01642 -2.89248 0.06
H -0.48162 -1.29150 1.24378 0.16
H 0.47506 2.41727 4.35948 0.13
H 3.34716 1.70086 3.37891 0.13
H 4.80589 -3.36322 -1.34140 0.13
```

Entry from the OMol25 dataset: a cluster of 2 separate species, C20H23N2O5 in total in a non-equilibrium geometry (ωB97M-V with the def2-TZVPD basis set).

Output
energy relative to the best compared isomer or geometry (same formula, charge and spin): 0.8 kcal per mole
gap between HOMO and LUMO: 5.17 eV
charge: -1
HOMO: -3.54 eV

Geometry as XYZ:
```
50
Properties=species:S:1:pos:R:3:lowdin_charge:R:1
O 0.80942 1.48856 -0.50238 -0.05
O 2.44999 1.64657 -3.71931 0.02
O -0.39492 -1.88089 1.39832 -0.04
O -0.21686 -1.94318 -0.83528 0.00
O 1.78863 -0.47015 -3.75654 0.03
N -7.19918 0.93180 -2.11517 0.12
N 1.59998 0.74386 -3.50076 -0.36
C 1.90372 1.42532 2.77753 -0.20
C -2.69354 -0.82648 -1.85860 -0.01
C 1.34050 -0.61967 0.48130 -0.11
C -1.75846 -3.45171 2.52095 -0.08
C 1.70901 -0.07415 2.95723 -0.21
C -4.06302 -0.66245 -1.78405 -0.03
C 3.14498 1.04974 -0.16784 -0.13
C -3.77921 1.70460 -2.25477 -0.03
C 0.39797 1.02487 -2.86504 -0.05
C 3.47397 2.18009 0.81341 -0.21
C -1.83602 0.24594 -2.20551 -0.17
C -4.61655 0.60753 -2.02265 -0.25
C 0.17296 -1.47299 0.23327 -0.43
C 2.08489 -0.94545 1.74922 -0.18
C -0.45161 0.01055 -2.51119 0.00
C -2.40586 1.53328 -2.31797 0.00
C -1.47283 -2.82887 1.18583 -0.23
C -6.03930 0.77917 -2.03278 -0.19
C 1.65940 0.63144 -0.13127 -0.40
C 3.30585 1.86021 2.29815 -0.21
H 2.29263 -0.42506 3.81868 0.10
H 1.72636 1.89763 3.75763 0.10
H -1.76669 2.38670 -2.53239 0.11
H 0.65460 -0.25330 3.19652 0.10
H -1.92805 -2.70367 3.29785 0.08
H 4.04913 1.10825 2.59723 0.11
H -2.24035 -1.79906 -1.69185 0.11
H -0.17052 -1.02984 -2.62849 0.11
H -0.92620 -4.09400 2.81837 0.08
H 1.13471 1.83774 2.10938 0.11
H 1.88722 -1.99121 2.01690 0.11
H -1.15520 -3.58880 0.45757 0.12
H 0.18169 2.06665 -2.64285 0.12
H 3.16199 -0.85804 1.55973 0.10
H 3.55088 2.78251 2.84443 0.10
H 4.52529 2.47386 0.65308 0.10
H -4.70695 -1.52167 -1.58624 0.12
H -2.64543 -4.07532 2.44440 0.07
H -4.22121 2.68977 -2.42583 0.12
H -2.33464 -2.27355 0.78497 0.12
H 3.33369 1.43994 -1.18725 0.11
H 2.85290 3.04627 0.54619 0.11
H 3.83024 0.19666 -0.04213 0.11
```

Entry from the OMol25 dataset: a structure of composition C20H23N2O6S2Ti in a non-equilibrium geometry (ωB97M-V with the def2-TZVPD basis set).

Output
gap between HOMO and LUMO (spin up / spin down): 7.49 / 9.30 eV
charge: +1
spin multiplicity: 3
HOMO (spin up / spin down): -9.65 / -11.95 eV

Geometry as XYZ:
```
54
Properties=species:S:1:pos:R:3:mulliken_spin:R:1
Ti -0.08831 1.64598 -1.03670 1.26
S -0.40321 -1.12122 -2.27480 0.00
S -0.05011 2.15028 1.36960 0.03
O -1.74901 1.94238 -1.83720 0.12
O 1.63679 1.71648 -1.59490 0.00
O 0.08199 3.72698 -1.12940 -0.03
O -0.99851 2.04178 -4.02310 0.11
O 3.51079 2.91928 -1.62980 0.01
O -0.17841 -0.21602 -1.04530 0.03
N -1.16741 2.31688 3.71960 0.00
N 0.73949 1.02188 3.64810 0.00
C -2.10211 -2.07812 -0.33400 0.00
C 1.63099 -2.48562 -1.02870 0.00
C -0.17451 1.76428 3.02910 0.02
C 0.81339 0.91768 5.09460 0.00
C -0.39831 3.83548 -2.47470 0.03
C 2.71919 -3.33842 -0.99380 0.00
C -2.85011 -4.34822 -1.74190 0.00
C 3.20009 -3.89692 -2.16940 0.00
C -1.57561 -2.33602 -1.58700 0.00
C 0.19449 2.16988 5.71010 0.00
C 1.51559 -2.74372 -3.43310 0.00
C 1.03839 -2.20212 -2.24890 0.00
C -2.99941 -2.97252 0.22400 0.00
C -1.21981 2.34898 5.16780 0.00
C 2.60359 -3.59882 -3.38570 0.00
C 2.32989 2.79428 -1.43790 0.01
C -3.37261 -4.10552 -0.48080 0.00
C -1.94601 -3.46242 -2.30620 0.00
C -1.00621 2.47828 -2.74740 0.37
C 1.46629 4.00488 -0.95790 0.00
H 1.76059 4.92818 -1.46960 0.00
H -3.14941 -5.23032 -2.28750 0.00
H 1.47959 0.62958 3.08550 0.00
H 3.19479 -3.56802 -0.05190 0.00
H 0.79679 3.03858 5.43760 0.00
H -1.87901 1.55678 5.54030 0.00
H -1.14771 4.64518 -2.49520 0.05
H -4.08351 -4.79682 -0.05500 0.00
H -1.64081 1.32388 -4.14830 0.00
H -3.41121 -2.78402 1.20410 0.00
H -1.53791 -3.65762 -3.28640 0.00
H 0.17469 2.08878 6.79490 0.00
H 4.05109 -4.55942 -2.14030 0.00
H 1.86129 0.82788 5.38510 0.00
H 0.28119 0.02268 5.43710 0.00
H 1.04839 -2.49812 -4.37540 0.00
H -1.80651 -1.17792 0.19480 0.00
H 2.99229 -4.02652 -4.29770 0.00
H 0.39859 4.04888 -3.19700 0.00
H 1.62829 4.13988 0.11920 0.00
H -1.82391 2.87328 3.19100 0.00
H 1.24329 -2.02542 -0.12860 0.00
H -1.63191 3.31048 5.47880 0.00
```

Entry from the OMol25 dataset: an isolated molecule of C20H23N3O3 (ωB97M-V with the def2-TZVPD basis set).

Output
energy relative to the best compared isomer or geometry (same formula, charge and spin): 28.6 kcal per mole
gap between HOMO and LUMO: 8.77 eV
HOMO: -8.39 eV

Geometry as XYZ:
```
49
Properties=species:S:1:pos:R:3:lowdin_charge:R:1
O 0.44217 -0.60622 2.84382 0.00
O 0.86287 0.48231 0.30187 -0.05
O 3.08668 5.09694 -5.34618 0.05
N 3.04815 4.07886 -3.33840 -0.08
N -1.66005 -4.58149 3.11288 0.16
N -1.38778 -2.80367 1.79256 0.02
C 0.71256 2.62865 -0.85109 0.00
C 1.28126 3.49911 -1.76502 -0.01
C -5.24995 -3.83266 2.64735 -0.10
C 2.46013 3.17328 -2.41957 -0.26
C -0.75973 -1.74898 1.05316 -0.07
C 3.08075 1.96007 -2.13608 0.00
C -0.59086 -0.47121 1.90641 -0.33
C 2.52236 1.09008 -1.22553 0.01
C -4.16804 -4.53679 3.13407 -0.02
C 4.20304 4.81321 -2.86537 -0.02
C 1.33087 1.41510 -0.57574 -0.26
C 1.40165 3.42462 -4.99556 0.01
C -3.83606 -2.25679 1.46799 -0.03
C -0.33683 0.74392 1.00332 -0.15
C -2.89897 -4.09383 2.78300 -0.23
C -2.74560 -2.95940 1.95267 -0.17
C 2.58019 4.28673 -4.59789 -0.50
C -5.08852 -2.71356 1.82970 -0.10
C 0.67190 -3.95781 2.63656 0.00
C -0.79862 -3.80362 2.52910 -0.33
H 0.50351 3.75682 -4.48010 0.08
H -4.28976 -5.40107 3.76667 0.11
H -1.17448 0.88566 0.30951 0.14
H -6.25015 -4.14994 2.90323 0.10
H -1.50483 -0.30488 2.48685 0.16
H -0.22774 1.64051 1.62718 0.14
H 3.99924 1.69984 -2.63997 0.12
H 4.54020 5.45351 -3.67879 0.09
H -5.96437 -2.19175 1.47290 0.10
H 1.27962 -0.56070 2.36335 0.10
H -3.71985 -1.38748 0.83626 0.10
H 0.22269 -2.07795 0.70532 0.13
H 1.58140 2.38266 -4.74189 0.08
H 2.99189 0.14529 -1.00131 0.12
H 1.24869 3.52358 -6.06662 0.09
H 1.12598 -4.07319 1.65242 0.08
H -0.20463 2.91110 -0.35952 0.11
H 5.00402 4.12881 -2.58021 0.09
H 0.80367 4.44561 -1.96978 0.13
H 0.88211 -4.84083 3.23149 0.08
H 1.10185 -3.08482 3.12550 0.07
H -1.38010 -1.52168 0.18147 0.14
H 3.93627 5.42724 -2.00237 0.10
```

Entry from the OMol25 dataset: an isolated molecule of C20H23N3O3 (ωB97M-V with the def2-TZVPD basis set).

Output
energy relative to the best compared isomer or geometry (same formula, charge and spin): 6.5 kcal per mole
gap between HOMO and LUMO: 8.76 eV
HOMO: -8.37 eV

Geometry as XYZ:
```
49
Properties=species:S:1:pos:R:3:lowdin_charge:R:1
O -4.41676 0.12513 -0.40262 -0.02
O -3.57917 1.27967 1.32780 0.11
O 3.26134 2.85095 0.63206 0.06
N 1.19148 2.16927 0.11379 0.15
N -0.56240 -0.30168 -1.95538 0.17
N 2.90183 0.61767 0.64009 0.03
C 0.19094 1.35078 -0.42491 -0.21
C 1.65356 0.50015 -2.32879 0.00
C 4.64078 -0.60355 -0.52141 -0.16
C -2.09620 0.56895 -0.37589 -0.06
C 0.07933 -1.54722 1.63403 -0.07
C -5.71996 0.20120 0.17454 -0.21
C 3.86959 -1.91275 -0.34773 -0.14
C -1.09135 1.40403 0.10462 0.06
C 1.66556 -2.83272 0.39103 -0.04
C 2.08457 -0.50873 0.79484 -0.18
C -5.93594 -0.89669 1.20643 -0.06
C -2.68969 -1.36446 -1.94750 -0.02
C -3.41972 0.69592 0.28140 -0.44
C 0.38918 0.51345 -1.53401 -0.25
C 4.32673 0.33673 0.63682 -0.12
C 2.49916 1.91578 0.47161 -0.51
C 0.44728 -2.74101 1.03668 -0.08
C -1.76154 -0.33223 -1.39851 -0.25
C 0.90177 -0.44394 1.52886 -0.02
C 2.50655 -1.73411 0.27172 -0.17
H -3.50226 -0.89136 -2.49455 0.08
H -0.19742 -3.60417 1.10062 0.10
H 1.40273 0.50914 -3.38728 0.09
H -5.77441 -1.87404 0.75753 0.08
H -1.32838 2.08674 0.90861 0.13
H -6.95185 -0.84415 1.58701 0.08
H 4.43699 -2.57909 0.31076 0.12
H 3.77501 -2.42603 -1.30798 0.12
H -6.40846 0.09337 -0.66620 0.12
H -3.12688 -1.95381 -1.14548 0.08
H -5.84680 1.18479 0.63879 0.12
H -2.13222 -2.01081 -2.61935 0.08
H 2.27892 1.35664 -2.09231 0.08
H 4.85229 1.28747 0.53858 0.12
H 0.92438 3.12528 0.30667 0.16
H 2.19936 -0.41916 -2.13126 0.07
H 4.36198 -0.11412 -1.45550 0.10
H 1.97994 -3.77612 -0.03232 0.12
H 0.63900 0.47488 2.02952 0.12
H 5.71252 -0.80266 -0.55687 0.11
H 4.60392 -0.12752 1.58934 0.14
H -0.84295 -1.47365 2.19014 0.11
H -5.24319 -0.76738 2.03439 0.08
```

Entry from the OMol25 dataset: an isolated molecule of C20H23N3O3 (ωB97M-V with the def2-TZVPD basis set).

Output
energy relative to the best compared isomer or geometry (same formula, charge and spin): 19.1 kcal per mole
gap between HOMO and LUMO: 9.13 eV
HOMO: -8.63 eV

Geometry as XYZ:
```
49
Properties=species:S:1:pos:R:3:lowdin_charge:R:1
O -4.40305 -1.85157 0.59905 0.09
O 4.11737 -0.69706 -0.00529 0.08
O 1.38316 3.09473 0.27648 0.06
N 2.04086 0.96142 0.41718 0.10
N -4.33090 0.29784 -0.13964 0.14
N 3.37492 1.36575 0.44640 0.09
C 8.74622 -1.91579 -0.23278 -0.09
C 1.07896 1.91091 0.28608 -0.43
C -0.70866 0.14034 0.59295 -0.01
C -7.13106 0.23044 0.77211 -0.04
C -6.47742 -0.83718 -0.11357 -0.53
C 5.74367 1.11440 0.16611 -0.06
C 4.36048 0.47778 0.17424 -0.46
C 7.41514 -0.17246 -1.20234 -0.04
C -7.05727 -2.20879 0.23591 -0.05
C 8.14460 -1.68630 0.99292 -0.08
C -6.73459 -0.54180 -1.59604 -0.04
C -4.96553 -0.87615 0.15991 -0.42
C -0.31155 1.41550 0.19607 -0.14
C 7.18355 -0.70016 1.12001 -0.04
C 6.81296 0.06811 0.02421 -0.24
C 8.37902 -1.15715 -1.33029 -0.08
C -2.98528 0.62872 -0.01081 -0.20
C -1.27498 2.29770 -0.29190 -0.01
C -2.02857 -0.25126 0.49339 0.01
C -2.59154 1.91089 -0.39975 -0.01
H -6.79695 1.23542 0.52123 0.08
H 1.93758 -0.02760 0.23098 0.14
H -6.20481 -1.25675 -2.22181 0.09
H 6.71193 -0.52635 2.07657 0.12
H 0.00403 -0.55458 1.01018 0.11
H -6.59383 -2.97979 -0.37380 0.09
H -0.96368 3.28945 -0.58248 0.12
H -2.32951 -1.23652 0.80680 0.10
H 8.42386 -2.27876 1.85189 0.10
H -6.90123 0.04483 1.81905 0.09
H 5.78820 1.82218 -0.66490 0.13
H 7.12828 0.41338 -2.06433 0.11
H 9.49700 -2.68578 -0.33261 0.10
H -8.21140 0.19641 0.64823 0.09
H -6.42055 0.46110 -1.87919 0.08
H -7.79876 -0.62817 -1.80515 0.09
H 5.87028 1.66907 1.09860 0.13
H -6.86229 -2.44519 1.27845 0.09
H -3.32715 2.60396 -0.78441 0.11
H 8.84190 -1.33412 -2.29020 0.10
H -8.13085 -2.22095 0.06537 0.09
H 3.46229 2.37585 0.46682 0.15
H -4.90485 1.04405 -0.50590 0.12
```